Entry 1:
Here is a structure of composition C30H37F4IrN6O2S2 from the OMol25 dataset. Energies are from ωB97M-V with the def2-TZVPD basis set.

Last column: Mulliken charge in e.
Geometry (Å):
Ir1 0.44742 0.05920 0.28610  2.412
C1 1.18204 3.32236 -0.95823  -1.251
C2 1.92342 2.91669 0.29925  -0.727
N1 2.33687 1.49024 0.33920  0.868
C3 3.31298 1.24437 -0.75222  -0.317
C4 3.84558 -0.17218 -0.82901  -1.449
C5 2.96366 1.22819 1.65157  -1.062
C6 1.92895 1.01675 2.74145  -0.847
N2 1.07547 -0.08382 2.32347  -0.115
C7 0.43659 -0.86720 3.21434  -0.082
C8 0.11903 -2.20062 2.85628  0.297
F1 0.57771 -2.69407 1.70044  -0.465
C9 -0.53755 -3.04351 3.72988  0.333
F2 -0.75063 -4.30506 3.36028  -0.357
C10 -0.94010 -2.61044 4.98006  -0.474
C11 -0.64310 -1.30921 5.35615  0.094
F3 -1.02904 -0.86092 6.54458  -0.295
C12 0.04542 -0.45953 4.51636  0.818
F4 0.26753 0.79878 4.90689  -0.296
H1 0.78937 4.33168 -0.82624  0.412
H2 0.34368 2.65490 -1.16751  0.062
H3 1.82515 3.36037 -1.83477  0.363
H4 1.28892 3.09519 1.16832  0.218
H5 2.82101 3.53515 0.42178  0.614
H6 4.13800 1.96036 -0.63656  0.470
H7 2.81290 1.49190 -1.68483  -0.008
H8 4.61433 -0.37734 -0.08831  0.543
H9 4.29687 -0.31971 -1.80956  0.376
H10 3.04751 -0.91233 -0.72257  0.115
H11 3.63101 2.05317 1.92489  0.301
H12 3.56571 0.32579 1.57624  0.380
H13 1.30694 1.90463 2.89943  0.309
H14 2.43062 0.79397 3.68569  0.684
H15 -1.45611 -3.27369 5.65793  0.545
O1 0.75742 -0.31780 -1.85924  -0.926
S1 0.65954 0.33754 -3.24997  0.315
C13 -0.39907 -0.80058 -4.23187  -1.130
C14 -1.15431 -1.81968 -3.39653  -0.432
C15 -2.40293 -1.25717 -2.73011  -0.517
C16 -3.04449 -2.24661 -1.77129  -0.948
S2 -1.91086 -2.57562 -0.37085  0.013
O2 -1.26500 -1.21211 -0.16934  -0.196
C17 -3.03398 -2.74034 0.97648  0.699
C18 -3.48764 -1.62610 1.67194  -0.277
C19 -4.34899 -1.82136 2.73628  -0.705
C20 -4.75387 -3.10619 3.08316  -0.514
C21 -4.29026 -4.20799 2.37971  -0.661
C22 -3.40824 -4.03083 1.32213  -0.651
C23 2.22796 0.04571 -4.00420  0.281
C24 2.80635 -1.22194 -3.97449  -0.084
C25 4.05024 -1.39913 -4.54901  -0.820
C26 4.70372 -0.32150 -5.14141  -0.464
C27 4.12301 0.93531 -5.15959  -0.739
C28 2.87313 1.12873 -4.58210  -0.322
H16 0.26111 -1.28359 -4.94985  0.446
H17 -1.07831 -0.14723 -4.78077  0.558
H18 -0.47559 -2.23479 -2.64834  0.169
H19 -1.43092 -2.64334 -4.05952  0.604
H20 -3.14636 -0.97918 -3.47957  0.523
H21 -2.15735 -0.34967 -2.17597  0.081
H22 -3.19845 -3.22039 -2.23680  0.485
H23 -3.99575 -1.89193 -1.37860  0.475
H24 -3.15315 -0.63598 1.38985  0.461
H25 -4.71592 -0.97190 3.29574  0.452
H26 -5.43553 -3.24765 3.90939  0.449
H27 -4.59771 -5.20462 2.66134  0.434
H28 -3.00981 -4.88186 0.78760  0.462
H29 2.29513 -2.04618 -3.49684  0.389
H30 4.51575 -2.37392 -4.54095  0.437
H31 5.67330 -0.46930 -5.59379  0.437
H32 4.63684 1.76614 -5.62098  0.442
H33 2.40631 2.10406 -4.59263  0.453
N3 -3.37073 5.17974 2.54390  -0.375
C29 -2.60097 4.41352 1.77328  0.557
N4 -2.03488 4.95080 0.68030  -0.313
N5 -2.44840 3.14598 2.13853  -0.772
C30 -1.64461 2.38541 1.47376  0.633
N6 -0.97459 1.61174 0.92395  -0.663
H34 -3.55478 6.14584 2.33781  0.200
H35 -3.76917 4.77144 3.37276  0.240
H36 -2.19117 5.90758 0.41316  0.219
H37 -1.52420 4.36286 0.04276  0.128

Results
Energy relative to the best compared isomer or geometry (same formula, charge and spin), kcal/mol: 10.4
2S+1: 5
Orbital gap (alpha / beta), eV: 8.13 / 6.39
<S²>: 6.04
Charge: +2
E_tot, eV: -80108.5293

***

Entry 2:
Here is a structure of composition C15H28CuIN5 from the OMol25 dataset. Energies are from ωB97M-V with the def2-TZVPD basis set.

Last column: Mulliken charge in e.
Geometry (Å):
Cu1 -0.07100 0.21281 -0.03997  0.580
C1 -2.91887 -0.75910 -0.52945  -0.112
C2 -2.83082 0.34684 -1.58311  -0.966
N1 -1.51681 1.02856 -1.58819  -0.032
C3 -0.80816 1.17237 -2.86534  -0.759
C4 0.72826 1.12663 -2.67957  -0.716
N2 1.10817 1.62048 -1.35686  -0.009
C5 2.53853 1.55587 -1.01131  -0.995
C6 2.79362 1.16302 0.44784  -0.133
C7 2.05294 1.97238 1.51421  -0.959
N3 0.59719 1.70455 1.52456  -0.051
C8 -0.04737 1.38252 2.80226  -0.754
C9 -1.25849 0.43684 2.61118  -0.721
N4 -1.85840 0.61035 1.28863  -0.010
C10 -2.94968 -0.31277 0.93596  -0.974
H1 -2.07216 -1.43295 -0.67683  -0.203
H2 -3.82646 -1.33939 -0.71701  0.512
H3 -3.63885 1.06941 -1.43197  0.336
H4 -3.00049 -0.09660 -2.56598  0.374
H5 -1.64006 1.95079 -1.19416  0.239
H6 -1.08590 2.10167 -3.37334  0.410
H7 -1.10106 0.35754 -3.52766  0.285
H8 1.19654 1.68383 -3.49971  0.441
H9 1.08255 0.09544 -2.74463  0.321
H10 0.78915 2.57697 -1.24944  0.303
H11 3.02667 2.51192 -1.23009  0.407
H12 3.01484 0.81296 -1.65335  0.374
H13 3.86778 1.25043 0.63055  0.510
H14 2.53015 0.11118 0.58153  -0.205
H15 2.24514 3.04052 1.37192  0.336
H16 2.46347 1.71829 2.49319  0.386
H17 0.12748 2.50842 1.13162  0.250
H18 -0.36964 2.28785 3.32743  0.407
H19 0.67794 0.89055 3.45073  0.296
H20 -1.96730 0.60341 3.43071  0.435
H21 -0.93210 -0.60353 2.67283  0.320
H22 -2.18954 1.56332 1.18772  0.309
H23 -3.92274 0.13225 1.17055  0.407
H24 -2.85930 -1.20253 1.56168  0.370
I1 2.34168 -4.24701 2.98342  0.121
C11 1.53367 -3.54239 1.19546  -0.659
C12 1.41500 -4.36016 0.08382  -0.058
C13 0.86974 -3.82418 -1.07236  -1.128
C14 0.46090 -2.50370 -1.07284  -0.087
N5 0.57261 -1.71019 -0.00023  0.408
C15 1.10495 -2.22727 1.10976  -0.008
H25 1.74211 -5.39041 0.11785  0.414
H26 0.76292 -4.42531 -1.96421  0.444
H27 0.02328 -2.05938 -1.95780  0.315
H28 1.19792 -1.56309 1.95998  0.230

Results
Energy relative to the best compared isomer or geometry (same formula, charge and spin), kcal/mol: 17.0
Orbital gap, eV: 7.82
Charge: +1
E_tot, eV: -76195.1547

***

Entry 3:
Here is a cluster of 2 separate species, C40H43O4 in total in a non-equilibrium geometry from the OMol25 dataset. Energies are from ωB97M-V with the def2-TZVPD basis set.

Last column: Mulliken charge in e.
Geometry (Å):
C1 0.19712 2.39450 1.01852  -1.342
C2 -0.38051 1.03892 1.31553  0.655
O1 0.58909 0.29183 2.05232  -0.069
C3 0.27026 -1.02025 2.17715  0.626
C4 1.05687 -1.60572 3.23508  0.177
C5 0.79311 -2.93213 3.69232  0.651
O2 1.66452 -3.56695 4.32090  -0.781
C6 -0.52546 -3.63057 3.39012  -1.090
C7 -0.41870 -4.59280 2.20548  -0.467
C8 0.73231 -5.62370 2.23041  -0.939
C9 1.84575 -5.39265 1.19099  -0.614
C10 3.25125 -5.10656 1.74520  -0.713
C11 4.03026 -4.01769 0.98363  -1.366
C12 3.54252 -2.57777 1.21836  0.770
C13 3.99206 -2.02715 2.57362  -0.910
C14 3.40417 -0.65394 2.93764  -0.641
C15 2.15835 -0.76237 3.82262  -1.576
O3 -0.54423 -1.56081 1.42590  -0.675
H1 -0.56989 3.03040 0.56124  0.297
H2 0.55820 2.86375 1.94286  0.516
H3 1.04113 2.30156 0.32050  0.148
H4 -1.31812 1.08925 1.88875  0.391
H5 -0.59570 0.47564 0.40223  -0.604
H6 -0.82535 -4.18051 4.28868  0.482
H7 -1.29271 -2.88730 3.15650  0.298
H8 -1.37110 -5.13928 2.14048  0.325
H9 -0.35577 -3.97095 1.30553  0.139
H10 1.14686 -5.68665 3.24308  0.524
H11 0.28547 -6.60354 2.00357  0.464
H12 1.92328 -6.31831 0.59925  0.485
H13 1.55444 -4.60892 0.47922  0.276
H14 3.20012 -4.86368 2.81802  0.334
H15 3.83287 -6.03803 1.66043  0.450
H16 5.08484 -4.07144 1.28895  0.406
H17 3.98129 -4.23447 -0.09096  0.351
H18 3.94428 -1.93163 0.41884  0.344
H19 2.44632 -2.50266 1.12352  -0.504
H20 3.71820 -2.74624 3.36011  0.191
H21 5.09382 -1.96187 2.56232  0.560
H22 4.15874 -0.08580 3.49930  0.347
H23 3.16682 -0.07599 2.03417  0.269
H24 1.77688 0.24569 4.02193  0.451
H25 2.45403 -1.21466 4.77707  0.405
C16 -7.40405 3.78790 -0.11090  -0.296
C17 -6.80042 2.62010 0.37253  -0.771
C18 -5.52673 2.24225 -0.05952  -0.396
C19 -4.79791 3.03655 -0.97718  0.739
C20 -3.45568 2.63116 -1.43173  0.791
C21 -3.00299 1.34109 -1.29564  -1.165
C22 -1.70211 0.92760 -1.72256  1.266
C23 -1.21611 -0.37573 -1.42194  -0.936
C24 -0.14809 -0.97350 -2.19242  -0.033
C25 1.19347 -0.55000 -2.02686  0.063
C26 2.18946 -0.98366 -2.89880  -0.920
C27 1.87353 -1.83323 -3.96503  -0.514
C28 0.55896 -2.29829 -4.11390  -0.579
C29 -0.43108 -1.91508 -3.21535  -0.478
C30 -0.86907 1.89049 -2.37423  -1.434
C31 -1.15643 3.23423 -2.35871  0.121
C32 -0.12740 4.25338 -2.64758  0.466
C33 1.24665 3.93725 -2.50218  -0.181
C34 2.23899 4.90837 -2.66279  -0.910
C35 1.90302 6.21342 -3.04047  -0.298
C36 0.55377 6.53919 -3.22915  -0.771
C37 -0.43351 5.58293 -3.00523  -0.268
C38 -2.54709 3.63637 -2.04416  0.415
O4 -2.92867 4.80433 -2.26709  -0.823
C39 -5.41589 4.22669 -1.40989  -0.286
C40 -6.69558 4.59693 -1.00637  -0.734
H26 -8.40876 4.06991 0.20692  0.356
H27 -7.32442 1.99267 1.09218  0.352
H28 -5.07329 1.33565 0.33998  0.299
H29 -3.65716 0.56708 -0.89162  0.429
H30 -1.80492 -1.00849 -0.75529  0.401
H31 1.43186 0.12521 -1.20230  0.647
H32 3.21652 -0.64578 -2.75248  0.414
H33 2.63967 -2.12859 -4.68172  0.386
H34 0.30393 -2.96627 -4.93766  0.381
H35 -1.45745 -2.27719 -3.30875  0.444
H36 0.04057 1.54501 -2.86481  1.185
H37 1.53549 2.92343 -2.22123  0.241
H38 3.28353 4.64382 -2.49691  0.373
H39 2.67780 6.96851 -3.18736  0.353
H40 0.26625 7.54538 -3.53709  0.377
H41 -1.47500 5.87233 -3.08823  0.464
H42 -4.86552 4.89423 -2.06132  0.420
H43 -7.12585 5.52379 -1.38658  0.370

Results
Energy relative to the best compared isomer or geometry (same formula, charge and spin), kcal/mol: 13.7
Orbital gap, eV: 4.30
Charge: -1
E_tot, eV: -50368.5133

***

Entry 4:
Here is a structure of composition C9H7NOS4Se2Te2Y from the OMol25 dataset. Energies are from ωB97M-V with the def2-TZVPD basis set.

Last column: Mulliken charge in e.
Geometry (Å):
Y1 0.06465 0.67113 0.42655  0.628
O1 -5.32748 -2.51466 3.90459  -0.613
C1 -4.39966 -2.01062 3.31905  0.570
S1 -2.97375 -1.33609 4.11200  -0.201
C2 -2.11769 -0.82438 2.66050  0.177
C3 -2.73399 -1.06565 1.48995  0.187
S2 -2.14274 -0.68266 -0.11670  -0.285
S3 -4.30246 -1.85784 1.56277  -0.184
S4 -0.55948 -0.06665 2.91162  -0.460
Se1 2.39625 -0.77595 -0.32811  -0.530
Te1 3.39144 1.53991 -0.50316  -0.010
Te2 2.15170 2.79480 1.56090  0.010
Se2 -0.00555 3.52154 0.48610  -0.504
N1 0.03085 1.07913 -2.11834  -0.285
C4 -0.97701 0.51584 -2.95053  0.204
C5 -2.12487 1.23942 -3.24551  -0.204
C6 -3.12818 0.65991 -4.00479  -0.546
C7 -2.99685 -0.64073 -4.47056  -0.501
C8 -1.85036 -1.36025 -4.16610  -0.552
C9 -0.84096 -0.78781 -3.40863  -0.104
H1 0.07827 2.09127 -2.17425  0.243
H2 0.94887 0.68812 -2.31426  0.245
H3 -2.23506 2.24550 -2.85796  0.323
H4 -4.02489 1.22595 -4.22213  0.347
H5 -3.78783 -1.09351 -5.05355  0.371
H6 -1.74026 -2.38142 -4.50785  0.348
H7 0.04278 -1.35781 -3.14579  0.329

Results
Energy relative to the best compared isomer or geometry (same formula, charge and spin), kcal/mol: 0.0
Orbital gap, eV: 6.07
Charge: -1
E_tot, eV: -202655.9394

***

Entry 5:
Here is a structure of composition C19H32F6N2O9S2 from the OMol25 dataset. Energies are from ωB97M-V with the def2-TZVPD basis set.

Last column: Mulliken charge in e.
Geometry (Å):
C1 5.12959 -0.67609 1.62691  -1.007
C2 5.13863 -1.86451 0.65627  -0.300
O1 3.87123 -2.47200 0.51449  -0.391
C3 3.00878 -1.80590 -0.39097  -0.212
C4 2.00140 -2.79446 -0.96200  -0.849
O2 0.71730 -2.57601 -0.40430  -0.187
C5 -0.33887 -2.66330 -1.33740  -1.703
C6 -1.69682 -2.20147 -0.73777  3.999
C7 -2.70514 -3.33125 -1.05089  -1.476
C8 -2.52915 -4.55636 -0.17376  -0.321
O3 -3.17126 -5.68619 -0.81310  -0.321
C9 -4.21758 -6.22168 -0.16607  0.245
O4 -5.14160 -6.72292 -0.71942  -0.471
C10 -1.66067 -1.99385 0.79686  -2.916
C11 -1.30595 -0.60396 1.38768  2.271
C12 -1.99425 -0.49751 2.75207  -2.002
C13 0.19616 -0.35365 1.65550  -1.649
N1 -1.87910 0.45168 0.50597  0.853
O5 -3.11135 0.70384 0.75165  -0.703
C14 -1.61359 0.38293 -0.96244  2.506
C15 -0.12998 0.50565 -1.33200  -1.867
C16 -2.31230 1.58781 -1.59931  -1.640
C17 -2.20343 -0.93619 -1.46185  -3.330
H1 5.95056 -0.74473 2.34107  0.331
H2 5.21771 0.28043 1.11220  0.292
H3 4.19439 -0.67857 2.18705  0.246
H4 5.51183 -1.54580 -0.32542  0.327
H5 5.81244 -2.64448 1.01187  0.369
H6 3.60055 -1.34407 -1.18983  0.435
H7 2.45911 -1.01095 0.12411  0.074
H8 1.96048 -2.70401 -2.05241  0.357
H9 2.34450 -3.80767 -0.72647  0.388
H10 -0.41609 -3.70208 -1.68940  0.641
H11 -0.10042 -2.05144 -2.21519  0.406
H12 -2.55245 -3.65080 -2.08612  0.410
H13 -3.72955 -2.95658 -0.99647  0.376
H14 -1.47650 -4.81280 -0.04558  0.226
H15 -2.98440 -4.40581 0.80587  0.378
H16 -4.11814 -6.20087 0.93466  0.343
H17 -0.97973 -2.72143 1.24425  0.270
H18 -2.66836 -2.21492 1.15840  0.474
H19 -1.97607 0.53723 3.09092  0.512
H20 -1.42472 -1.10098 3.46331  0.457
H21 -3.01983 -0.85963 2.73436  0.322
H22 0.76216 -1.28335 1.61720  0.195
H23 0.31629 0.06731 2.65357  0.533
H24 0.63168 0.37017 0.97734  0.256
H25 -0.05537 0.50377 -2.42058  0.619
H26 0.48942 -0.29028 -0.92774  0.181
H27 0.25635 1.46357 -0.97918  0.169
H28 -3.37329 1.41406 -1.76700  0.357
H29 -2.16098 2.42762 -0.92620  0.256
H30 -1.82312 1.82578 -2.54364  0.472
H31 -1.97507 -1.03074 -2.52882  0.358
H32 -3.29021 -0.86962 -1.36632  0.438
C18 2.94037 7.35341 -0.58465  0.604
F1 4.20399 7.43072 -1.02604  -0.221
F2 2.87914 7.96250 0.60164  -0.234
F3 2.16273 8.02193 -1.43935  -0.234
S1 2.46091 5.57566 -0.46808  1.063
O6 3.35898 5.01524 0.50260  -0.656
O7 2.54558 5.08240 -1.81476  -0.658
N2 0.99129 5.82626 0.05356  -0.403
S2 0.00556 4.63543 0.35357  1.182
O8 0.33606 3.84229 1.50523  -0.680
O9 -0.45858 3.92928 -0.81238  -0.645
C19 -1.43196 5.66289 0.87815  0.574
F4 -1.83901 6.47850 -0.09732  -0.238
F5 -1.14413 6.40289 1.95104  -0.235
F6 -2.44611 4.84770 1.19088  -0.218

Results
2S+1: 2
Orbital gap (alpha / beta), eV: 8.15 / 8.83
<S²>: 0.75
Charge: -1
E_tot, eV: -79603.9564

***

Entry 6:
Here is a structure of composition C4H18HgO6 in a non-equilibrium geometry from the OMol25 dataset. Energies are from ωB97M-V with the def2-TZVPD basis set.

Last column: Mulliken charge in e.
Geometry (Å):
Hg1 -0.28658 -0.10827 0.10340  1.713
C1 4.52172 -0.06248 0.69895  -1.216
C2 3.17223 -0.14067 1.25856  -0.222
O1 2.10138 -0.31370 0.29820  -0.880
H1 4.72200 -0.87979 0.00614  0.303
H2 5.24789 0.03477 1.50599  0.345
H3 4.59258 0.80931 0.04852  0.289
H4 2.99784 0.78673 1.80410  0.188
H5 3.09103 -1.00721 1.91478  0.261
C3 -3.34286 -0.44307 -1.81650  -0.834
C4 -3.64214 0.28444 -0.42436  -0.358
O2 -2.57827 0.14488 0.55963  -0.796
H6 -3.20507 -1.48200 -1.51696  0.192
H7 -2.41514 -0.16806 -2.31830  0.118
H8 -4.16450 -0.54733 -2.52511  0.409
H9 -4.59436 -0.16158 -0.13723  0.304
H10 -3.86686 1.30635 -0.72984  0.230
O3 0.02457 0.28798 -2.03345  -0.567
H11 0.88753 0.05820 -2.37802  0.264
H12 -0.35793 0.85514 -2.70298  0.248
O4 -0.52441 -2.37347 -0.27657  -0.556
H13 -1.05518 -3.14776 -0.08955  0.258
H14 -0.34865 -2.42421 -1.21613  0.284
O5 -0.13191 0.16381 2.67149  -0.515
H15 0.70149 0.21205 3.13981  0.274
H16 -0.75971 0.59113 3.25417  0.271
O6 -0.16760 2.20403 0.22275  -0.535
H17 0.41530 2.91261 0.49549  0.248
H18 -1.03439 2.60816 0.18303  0.279

Results
Energy relative to the best compared isomer or geometry (same formula, charge and spin), kcal/mol: 34.4
Orbital gap, eV: 7.35
E_tot, eV: -20895.4841

***

Among the records above, which one has the lowest E_tot? C9H7NOS4Se2Te2Y

***

What is the formula in the second record? C15H28CuIN5

***

Which formula does entry 6 have? C4H18HgO6